{
  "formula": "C21H33N2O3",
  "method": "ωB97M-V/def2-TZVPD",
  "symbols": ["C", "O", "C", "C", "C", "C", "C", "N", "C", "C", "C", "C", "O", "N", "C", "C", "C", "C", "C", "C", "C", "C", "C", "C", "O", "C", "H", "H", "H", "H", "H", "H", "H", "H", "H", "H", "H", "H", "H", "H", "H", "H", "H", "H", "H", "H", "H", "H", "H", "H", "H", "H", "H", "H", "H", "H", "H", "H", "H"],
  "coordinates": [[7.653, 0.700, -1.527], [6.866, -0.319, -0.952], [5.726, 0.008, -0.292], [5.242, 1.309, -0.205], [4.069, 1.608, 0.466], [3.345, 0.597, 1.080], [2.059, 0.908, 1.792], [0.958, 1.131, 0.809], [-0.252, 1.707, 1.439], [-1.291, 2.048, 0.379], [-1.691, 0.797, -0.416], [-2.432, -0.189, 0.500], [-1.826, -0.738, 1.417], [-3.730, -0.418, 0.278], [-4.387, -1.458, 1.061], [-5.287, -2.283, 0.152], [-6.426, -1.422, -0.409], [-6.040, 0.063, -0.421], [-6.876, 0.838, -1.434], [-4.551, 0.223, -0.737], [-0.420, 0.154, -0.991], [0.613, -0.119, 0.093], [3.816, -0.705, 1.000], [4.994, -1.030, 0.332], [5.286, -2.347, 0.353], [6.510, -2.860, -0.139], [8.516, 0.191, -1.952], [7.992, 1.418, -0.775], [7.114, 1.222, -2.323], [5.789, 2.114, -0.667], [3.742, 2.636, 0.522], [2.168, 1.818, 2.387], [1.763, 0.088, 2.448], [1.308, 1.800, 0.111], [0.027, 2.599, 2.001], [-0.659, 0.956, 2.121], [-2.164, 2.476, 0.872], [-0.894, 2.802, -0.307], [-2.325, 1.090, -1.252], [-4.967, -1.006, 1.872], [-3.603, -2.073, 1.506], [-4.681, -2.687, -0.661], [-5.686, -3.126, 0.714], [-7.326, -1.546, 0.193], [-6.663, -1.745, -1.423], [-6.221, 0.491, 0.570], [-6.683, 0.484, -2.444], [-6.652, 1.902, -1.393], [-7.933, 0.705, -1.223], [-4.325, 1.293, -0.774], [-4.345, -0.213, -1.723], [-0.667, -0.790, -1.477], [0.000, 0.819, -1.752], [1.524, -0.540, -0.334], [0.188, -0.813, 0.822], [3.288, -1.516, 1.476], [6.603, -2.720, -1.216], [7.366, -2.407, 0.364], [6.477, -3.924, 0.090]],
  "total_energy_ha": -1155.019168,
  "smiles": "COc1ccc(C[N@H+]2CC[C@@H](C(=O)N3CCC[C@H](C)C3)CC2)cc1OC",
  "homo_energy_ev": -10.839,
  "total_charge": 1
}